C2H8OS | ωB97M-V/def2-TZVPD

```
12
Properties=species:S:1:pos:R:3:forces:R:3
C 0.57335 1.38935 -0.88702 -0.279 1.703 -0.019
C -0.86356 1.90976 -1.08070 -0.950 0.936 -0.479
S -1.00573 3.64218 -0.53996 0.434 0.324 0.393
H 0.54717 0.48457 -0.34179 0.409 -0.737 1.309
H 1.23391 2.23089 -0.51700 -0.741 -1.287 0.296
H 1.04016 1.11794 -1.80877 0.023 -0.199 -1.031
H -1.02665 2.08037 -2.13695 -0.198 -0.749 -0.378
H -1.82222 1.42538 -0.67030 1.781 -0.059 -0.318
H -2.23662 3.52922 0.00613 -0.482 0.058 0.235
H 0.92354 -6.55716 2.27731 0.064 -0.043 -0.301
H 1.19111 -5.49947 3.31729 0.578 -0.137 -1.584
O 1.44553 -5.75303 2.38177 -0.641 0.190 1.876
```
Positions in Å, forces in eV/Å.

The value obtained for the molecular weight is 80.15 g mol⁻¹. As for the spin multiplicity: 2. The HOMO-LUMO gap (alpha / beta) is 1.4 / 7.3 eV. The expectation value of S² is 0.751. The calculation puts the energy relative to the best compared isomer or geometry (same formula, charge and spin) at 17.1 kcal/mol. The total charge is -1. The value obtained for the total energy is -15084.34702 eV.

Charges obtained by Mulliken population analysis, quoted in units of e: number 1, C, carries -1.387; number 2, C, carries -1.775; number 3, S, carries -0.503; number 4, H, carries 0.307; number 5, H, carries 0.446; number 6, H, carries 0.366; number 7, H, carries 0.269; number 8, H, carries 1.098; number 9, H, carries 0.244; number 10, H, carries 0.361; number 11, H, carries 0.380; number 12, O, carries -0.806